Entry 1:
ORCA calculation (ωB97M-V with the def2-TZVPD basis set) on a 4-piece molecular cluster, C3H13NO3 overall in a non-equilibrium geometry.

## Properties
Lowest unoccupied orbital energy, eV: 0.724
Net charge: 0
Spin multiplicity: 1

Structure (XYZ):
```
20
Properties=species:S:1:pos:R:3:forces:R:3
C -1.82018 -1.35984 -1.04388 0.249 0.689 0.203
C -0.95199 -1.06623 0.13016 1.197 1.501 1.909
C -1.28402 -0.22848 1.14546 -2.231 -2.288 -1.969
N -0.52736 -0.03096 2.28025 -0.537 1.023 1.812
H -2.01366 -0.44120 -1.58439 0.888 0.087 -1.147
H -1.48679 -2.22495 -1.61037 -0.033 0.342 -0.345
H -2.83630 -1.48695 -0.76475 -1.010 -0.993 0.847
H 0.11408 -1.31885 0.26015 -0.561 -0.715 -0.893
H -2.36488 0.09383 1.07664 1.297 0.304 0.847
H -1.06948 -0.07494 3.15799 0.435 0.180 -0.898
H 0.29441 -0.60293 2.37334 0.078 -0.142 -0.378
O 1.94670 0.10174 0.73794 0.656 0.591 -0.102
H 2.32155 0.36531 -0.15031 0.021 -0.394 1.250
H 2.42962 0.55138 1.46552 -0.210 -0.323 -1.099
O 0.53154 2.06969 -0.66204 -3.166 0.422 1.624
H 0.59887 1.58733 0.21266 0.231 0.314 -1.241
H -0.46582 2.36047 -0.60715 2.940 -0.756 -0.516
O 2.59620 0.61102 -2.10428 -0.435 0.905 0.741
H 2.12065 -0.11923 -2.48390 -0.197 -0.630 -0.335
H 1.86686 1.21378 -1.82904 0.389 -0.117 -0.312
```
Forces are in eV/Å.

=====

Entry 2:
ORCA calculation (ωB97M-V with the def2-TZVPD basis set) on a 3-piece molecular cluster, C3H13NO3 overall in a non-equilibrium geometry.

## Properties
Lowest unoccupied orbital energy, eV: 0.641
Net charge: 0
Spin multiplicity: 1

Structure (XYZ):
```
20
Properties=species:S:1:pos:R:3:forces:R:3
C 0.66392 -0.43947 -1.06999 -1.807 -0.798 -0.665
C 0.03626 0.89460 -0.64042 1.361 -0.210 -0.445
N -0.28559 1.72758 -1.80377 0.576 -0.212 0.622
C 1.16218 1.62141 0.10759 -1.042 1.004 0.545
O 1.61307 0.84569 1.20470 0.245 -0.431 0.411
H 0.20436 -0.77691 -2.00606 0.502 0.528 -0.565
H 1.74424 -0.44940 -1.12203 0.081 -0.087 0.012
H 0.23517 -1.26378 -0.50070 0.717 0.119 0.731
H -0.83556 0.66950 -0.02187 0.041 0.290 0.187
H -1.11092 2.25437 -1.62849 -0.606 0.414 -0.170
H -0.37257 1.18411 -2.63891 -0.259 -0.167 -0.317
H 1.92995 1.82913 -0.63986 0.280 -0.235 0.145
H 0.83818 2.60256 0.48881 -0.131 -0.169 -0.254
H 1.71197 1.38512 2.00157 -0.046 -0.127 -0.469
O -3.04538 -2.44340 1.11664 -0.361 -0.367 0.266
H -2.45389 -2.45010 1.86588 0.130 -0.246 0.740
H -2.53303 -1.87707 0.56094 0.282 0.652 -0.989
O -0.12812 -1.75638 1.83481 -0.454 -1.241 -0.060
H 0.43580 -1.03907 1.57273 0.646 0.856 -0.136
H 0.18995 -2.51849 1.31844 -0.155 0.426 0.409
```
Forces are in eV/Å.

=====

Entry 3:
ORCA calculation (ωB97M-V with the def2-TZVPD basis set) on a 3-piece molecular cluster, C3H13NO3 overall in a non-equilibrium geometry.

## Properties
Lowest unoccupied orbital energy, eV: 0.681
Net charge: 0
Spin multiplicity: 1

Structure (XYZ):
```
20
Properties=species:S:1:pos:R:3:forces:R:3
C -0.18036 -1.95871 -1.36739 -0.579 0.312 -0.183
C -1.17440 -1.04161 -0.62866 0.395 -0.841 0.249
N -1.39319 -1.30796 0.80913 0.481 -0.610 0.099
C -0.80270 0.41929 -0.71777 0.225 -0.107 -0.308
O -1.82580 1.23290 -0.18109 0.061 -0.107 0.332
H -0.08457 -1.50967 -2.36378 0.304 -0.326 0.042
H -0.66568 -2.93197 -1.49592 0.287 0.012 0.034
H 0.80260 -2.10243 -0.91648 -0.070 0.235 0.104
H -2.12739 -1.30811 -1.07359 -0.352 0.658 -0.369
H -0.60027 -0.97788 1.34898 0.193 0.279 -0.036
H -1.34436 -2.31460 0.96642 -0.466 0.130 -0.053
H -0.55820 0.78314 -1.71753 -0.374 -0.254 -0.161
H 0.15491 0.49788 -0.18350 -0.060 0.302 0.351
H -2.20634 0.69906 0.54141 0.034 0.378 -0.203
O 5.01825 -1.17099 3.69277 -0.150 0.135 0.105
H 4.41862 -1.87452 3.96971 0.290 0.031 -0.175
H 5.70741 -1.56674 3.15130 -0.141 -0.169 0.070
O -0.52673 3.61654 -2.04058 -0.991 0.185 0.983
H -0.89449 4.42361 -1.64690 0.554 0.343 -0.538
H -1.07904 3.02172 -1.50377 0.358 -0.586 -0.343
```
Forces are in eV/Å.

=====

Entry 4:
ORCA calculation (ωB97M-V with the def2-TZVPD basis set) on a 3-piece molecular cluster, C3H13NO3S overall in a non-equilibrium geometry.

## Properties
Lowest unoccupied orbital energy, eV: 0.372
Net charge: 0
Spin multiplicity: 1

Structure (XYZ):
```
21
Properties=species:S:1:pos:R:3:forces:R:3
N 0.97912 -0.42061 1.03256 -0.175 -0.761 0.301
C -0.49449 -0.44104 1.12325 0.644 0.427 -1.564
C -0.99994 -1.78246 0.66736 -0.497 -1.432 0.963
O -0.76899 -2.79238 1.67141 -0.354 0.080 0.293
C -0.98230 0.63105 0.08586 1.313 -0.884 1.464
S -2.71751 0.98368 0.28827 -0.518 0.208 -0.045
H 1.34206 -1.10186 1.69580 -0.042 -0.012 -0.048
H 1.33680 0.46484 1.35825 0.090 0.274 -0.131
H -0.76430 -0.20865 2.15448 -0.747 -0.145 -0.072
H -0.62127 -2.20439 -0.26714 0.453 0.852 -0.194
H -2.08162 -1.74974 0.53225 -0.037 0.110 0.198
H 0.08032 -3.22062 1.55652 0.114 0.113 -0.245
H -0.71183 0.22302 -0.88011 -0.163 0.300 -0.219
H -0.31991 1.45540 0.34635 -0.365 0.544 -0.575
H -2.99504 1.39265 -0.96078 0.147 -0.031 0.092
O 2.72952 1.08892 -0.40587 0.369 0.817 0.198
H 2.68411 0.17780 -0.68995 -0.294 -0.260 -0.163
H 2.93324 1.63063 -1.17286 0.064 -0.239 -0.088
O 0.27159 1.67944 -2.53064 -0.106 -0.375 -0.214
H 0.55128 2.51259 -2.15413 0.094 0.263 0.056
H 0.54915 1.68173 -3.45090 0.010 0.152 -0.008
```
Forces are in eV/Å.

=====

Entry 5:
ORCA calculation (ωB97M-V with the def2-TZVPD basis set) on a 4-piece molecular cluster, C3H13NO4 overall in a non-equilibrium geometry.

## Properties
Lowest unoccupied orbital energy, eV: 0.274
Net charge: 0
Spin multiplicity: 1

Structure (XYZ):
```
21
Properties=species:S:1:pos:R:3:forces:R:3
N 0.13344 0.30804 -0.27402 -1.713 1.427 5.471
C -1.35215 0.50834 0.01236 1.379 0.588 -0.236
C -2.21239 0.90207 -1.21585 1.892 -1.812 -0.025
C -2.32686 -0.51270 -1.83866 -0.786 1.204 -2.269
O -1.92307 -0.63684 -2.99225 -0.637 -1.076 2.168
H 0.52196 0.32910 -1.16637 0.399 0.637 -1.603
H 0.53988 0.96906 0.50976 0.088 -2.111 -3.136
H -1.73010 -0.35806 0.58513 -0.114 0.066 -0.665
H -1.37037 1.30297 0.73419 -0.239 0.561 0.354
H -1.57956 1.52997 -1.92505 -1.090 -0.725 0.921
H -3.14616 1.38125 -0.94745 -0.213 -0.140 0.056
H -2.83070 -1.35972 -1.19208 1.013 1.193 -1.130
O 2.81516 0.90340 1.21765 1.030 1.170 -2.558
H 2.49858 0.56908 2.00475 -1.120 -1.468 2.586
H 2.74836 1.82844 1.43781 0.306 0.778 -0.369
O 1.79275 -2.45090 -2.19935 0.611 0.080 0.255
H 0.86721 -2.52378 -2.36578 -1.111 -0.253 -0.687
H 1.76040 -2.06417 -1.32466 0.442 0.262 0.466
O 1.78901 0.11610 3.60271 -0.119 0.959 0.557
H 0.99261 -0.02587 4.11459 -0.186 -0.052 0.072
H 2.01199 -0.71577 3.22259 0.167 -1.286 -0.228
```
Forces are in eV/Å.

=====

Entry 6:
ORCA calculation (ωB97M-V with the def2-TZVPD basis set) on a 4-piece molecular cluster, C3H13O3S overall in a non-equilibrium geometry.

## Properties
Lowest unoccupied orbital energy, eV: 3.158
Net charge: -1
Spin multiplicity: 1

Structure (XYZ):
```
20
Properties=species:S:1:pos:R:3:forces:R:3
C 1.25623 -0.47337 0.12375 -0.666 0.954 0.312
C -0.21276 -0.07553 -0.07954 0.560 0.918 0.928
C -0.69676 0.98880 0.94646 -0.502 -1.656 0.149
S -1.26647 0.25168 2.52875 0.396 0.133 0.044
H 1.70640 -0.73685 -0.80262 0.578 -0.442 -0.849
H 1.34307 -1.28629 0.82073 0.071 -0.344 0.336
H 1.80188 0.37810 0.53557 0.175 -0.030 0.006
H -0.38539 0.38930 -1.05880 0.111 -0.439 -0.282
H -0.80556 -0.95682 0.10007 -0.608 -0.240 -0.453
H -1.60339 1.39165 0.51342 0.098 0.842 -0.153
H 0.10920 1.69954 1.12972 -0.180 0.386 -0.165
H -0.28249 -1.25557 -3.24792 0.281 -0.050 -0.310
H -1.31533 -0.36100 -3.79279 0.052 0.106 -0.373
O -0.53142 -0.84328 -4.08977 -0.325 -0.038 0.749
H -1.96932 -1.87781 3.72186 -0.100 -0.186 0.282
H -1.40587 -2.64356 2.66806 0.074 -0.301 0.014
O -1.81133 -2.81930 3.53081 0.021 0.440 -0.282
H 1.82092 3.29134 -0.70397 0.366 0.376 0.032
H 1.86185 2.06607 -1.47592 0.418 -0.187 -0.318
O 2.38653 2.87290 -1.36786 -0.819 -0.238 0.332
```
Forces are in eV/Å.

=====

These records have HOMO-LUMO gap values of 0.313; 0.378; 0.392; 0.337; 0.350; 0.224 Eh, in the order they appear.
These records have HOMO level values of -0.2866; -0.3547; -0.3671; -0.3233; -0.3404; -0.1080 Ha, in the order they appear.
These records have energy relative to the best compared isomer or geometry (same formula, charge and spin) values of 127.9; 81.9; 73.2; 92.6; 302.6; 113.6 kJ/mol, in the order they appear.